Entry 1:
This record from the OMol25 dataset describes 2 unconnected molecules or ions with the total composition C5H9FOSi at a distorted geometry. The level of theory is the ωB97M-V functional and the def2-TZVPD basis.

```
17
Properties=species:S:1:pos:R:3:forces:R:3
C -1.0610 -0.3037 -1.6757 1.4 -0.6 -1.2
C 0.6678 2.2853 1.2743 0.8 -3.0 1.0
C -0.3382 0.2119 -0.6667 3.8 -0.1 -1.5
C -0.1718 1.0583 1.6806 0.2 1.5 -2.6
C -0.5047 0.1824 0.7456 -2.2 -0.8 1.1
O 0.5364 -2.1671 0.6683 0.4 -0.4 0.1
F -0.2666 -3.7239 -1.4556 0.4 1.2 0.5
Si 0.5265 -2.4444 -0.8149 -2.8 -2.2 1.8
H -0.6602 -0.3405 -2.7311 -0.3 0.3 1.4
H -1.9513 -0.8679 -1.5654 -1.2 0.1 0.4
H 0.1254 3.1326 1.0036 -0.9 1.6 0.1
H 1.3391 2.0466 0.4369 -0.3 -0.1 0.2
H 0.7730 0.4037 -0.9085 -1.7 0.6 -0.2
H -0.6052 1.0123 2.6544 0.3 -0.3 0.6
H -1.0340 -0.7130 0.9945 -0.6 -0.1 0.8
H 1.3461 -2.1100 -1.8034 2.3 1.1 -2.5
H 1.2788 2.3375 2.1630 0.5 1.3 0.1
```
Positions in Å, forces in eV/Å.

For the total energy, the calculation gives -17972.669 eV. Its SMILES is C=C/C=C\C.O=[SiH]F. Its HOMO-LUMO gap is 9.4 eV. As for the spin multiplicity: 1. The charge is 0. As for the energy above the lowest of the compared OMol25 structures with the same formula, charge and spin: 31.84 kcal/mol. As for the molecular weight: 132.210 g/mol.

Atom charges from the Mulliken analysis, given in e for atoms 1 to 8:
1. C -1.012
2. C -1.095
3. C -0.065
4. C -0.279
5. C -0.053
6. O -0.440
7. F -0.287
8. Si 0.733

Entry 2:
This record from the OMol25 dataset describes a molecular structure, C50H64CrGeN3O4P2 at a distorted geometry. The level of theory is the ωB97M-V functional and the def2-TZVPD basis.

```
125
Properties=species:S:1:pos:R:3:forces:R:3
Cr 0.4623 -1.3085 0.4723 -1.4 0.8 0.4
C 3.6340 -2.8666 2.0135 0.0 -0.1 0.0
C 2.6299 -4.0202 1.8924 0.0 0.3 0.1
C 1.9758 -4.2882 3.2546 0.0 0.0 0.0
P 1.2858 -3.6782 0.6766 0.3 -0.2 -0.1
C 0.4477 -5.3444 0.4971 0.0 0.1 0.0
C 1.4135 -6.5047 0.7192 0.0 -0.2 0.0
C -0.2115 -5.5022 -0.8826 0.0 -0.1 0.1
C 2.0309 -3.5038 -0.9722 -0.2 -0.1 0.0
C 3.2311 -4.0623 -1.3839 0.1 0.0 0.0
C 3.7104 -3.8701 -2.6771 0.1 0.0 0.0
C 5.0257 -4.4649 -3.1152 -0.1 0.0 0.0
C 2.9471 -3.0783 -3.5276 -0.1 0.1 -0.1
C 1.7458 -2.5036 -3.1315 0.0 0.0 -0.1
C 1.2409 -2.7266 -1.8499 -0.2 0.1 0.0
N 0.0856 -2.1353 -1.2949 -0.2 -0.1 -0.3
C -1.0880 -1.8470 -1.9945 0.3 -0.1 0.1
C -1.3294 -2.2496 -3.3202 0.0 0.0 0.0
C -2.4532 -1.8272 -4.0113 0.1 -0.1 0.0
C -3.4123 -1.0101 -3.4219 -0.1 0.0 -0.1
C -4.6160 -0.5138 -4.1906 0.1 -0.1 0.1
C -3.2477 -0.7274 -2.0742 -0.1 0.0 0.1
C -2.1443 -1.1563 -1.3367 0.2 0.0 0.1
P -2.0054 -1.1000 0.4898 -0.4 -0.3 -0.1
C -3.2474 -2.3929 1.0227 0.0 0.0 0.0
C -4.6732 -2.2653 0.4807 0.0 0.1 0.1
C -2.7153 -3.7874 0.7353 -0.1 -0.1 0.0
C -2.7491 0.3847 1.3286 0.2 0.2 0.0
C -1.7242 1.3636 1.9182 -0.1 0.0 0.0
C -3.8055 1.1705 0.5530 0.1 0.1 0.0
H 4.3443 -3.0890 2.8144 0.0 0.0 0.0
H 3.1374 -1.9274 2.2669 0.0 -0.1 0.0
H 4.1963 -2.7247 1.0893 0.0 0.0 0.0
H 3.1556 -4.9135 1.5538 0.0 0.0 0.0
H 1.5610 -3.3586 3.6575 0.0 -0.1 0.0
H 2.7225 -4.6442 3.9680 0.0 0.0 0.0
H 1.1770 -5.0343 3.2065 0.0 0.1 0.0
H -0.3224 -5.3856 1.2674 -0.1 0.0 0.0
H 2.2682 -6.4441 0.0383 -0.1 0.0 0.0
H 0.8867 -7.4362 0.4967 0.0 0.0 0.0
H 1.7839 -6.5683 1.7423 0.0 0.0 -0.1
H 0.5452 -5.7513 -1.6295 0.0 0.0 0.0
H -0.7222 -4.6057 -1.2187 -0.1 0.1 0.0
H -0.9384 -6.3190 -0.8482 0.1 0.0 0.0
H 3.8263 -4.6410 -0.6807 -0.1 0.0 0.0
H 5.1363 -5.4861 -2.7488 0.0 0.0 0.0
H 5.8695 -3.8866 -2.7310 0.0 0.0 0.0
H 5.1074 -4.4853 -4.2032 0.0 0.0 0.1
H 3.3103 -2.8812 -4.5331 0.0 0.0 0.1
H 1.2317 -1.8321 -3.8054 0.0 0.0 0.0
H -0.6239 -2.9035 -3.8134 0.0 0.1 0.0
H -2.5833 -2.1411 -5.0435 0.0 0.0 0.1
H -4.3538 -0.2840 -5.2246 0.0 0.0 0.0
H -5.0247 0.3917 -3.7390 0.0 0.0 0.0
H -5.4157 -1.2601 -4.2147 0.0 0.0 0.0
H -4.0315 -0.1670 -1.5784 0.1 -0.1 0.0
H -3.2853 -2.2562 2.1054 0.1 0.0 0.0
H -4.6912 -2.2134 -0.6089 0.0 0.0 0.0
H -5.1978 -1.3960 0.8840 0.1 0.0 -0.1
H -5.2436 -3.1533 0.7754 0.0 0.1 0.0
H -2.8010 -4.0104 -0.3300 0.1 0.0 0.0
H -3.2884 -4.5431 1.2834 0.0 0.1 -0.1
H -1.6705 -3.8700 1.0236 0.1 0.0 0.0
H -3.2334 -0.1090 2.1744 -0.1 0.0 0.0
H -1.3850 2.0721 1.1647 0.0 0.0 0.0
H -0.8413 0.8642 2.3124 -0.1 0.0 0.0
H -2.2011 1.9338 2.7243 0.0 0.0 -0.1
H -3.3582 1.6663 -0.3137 -0.1 -0.1 0.1
H -4.1969 1.9551 1.2065 0.0 0.0 0.0
H -4.6461 0.5653 0.2149 0.0 0.0 0.0
N -1.3377 -1.8078 3.5763 0.2 0.3 0.0
C -0.3475 -1.0267 4.3278 -0.2 -0.2 -0.2
C 0.9555 -0.7210 3.5843 0.2 0.1 -0.4
O 1.9204 -0.4447 4.2795 0.0 0.0 -0.1
O 0.9796 -0.7319 2.2841 -0.3 -0.2 0.4
H -2.1397 -1.9938 4.1648 0.0 0.0 0.1
H -0.9544 -2.7089 3.3250 0.1 -0.1 -0.1
H -0.0359 -1.4911 5.2633 0.0 0.0 0.1
H -0.7933 -0.0635 4.5826 0.0 0.1 0.0
N 3.4432 -0.5223 -0.2741 0.3 0.4 -0.4
C 2.3394 -0.8067 -0.0933 0.8 0.1 0.1
H 4.1404 -0.0158 -0.7859 0.0 -0.1 0.1
O 1.2949 0.5753 -2.0562 -0.2 -0.2 0.5
C 0.3233 0.9662 -1.4137 0.3 0.2 0.4
O -0.0387 0.5532 -0.2160 0.6 -0.4 -0.8
C -0.5356 2.0535 -2.0346 -0.3 0.1 0.2
C 0.1275 3.4439 -2.1179 0.0 -0.4 0.0
Ge 0.3990 4.4473 -0.4649 -0.1 0.2 -0.1
C 1.2285 6.1561 -0.9494 0.0 0.1 -0.1
C 0.5145 7.0511 -1.7530 0.1 0.0 0.0
C 1.0524 8.2840 -2.1013 0.0 -0.1 0.0
C 2.3158 8.6434 -1.6434 0.0 -0.1 0.0
C 3.0338 7.7688 -0.8392 0.0 0.0 0.0
C 2.4926 6.5331 -0.4953 -0.1 0.0 -0.1
C -1.3174 4.9401 0.3220 -0.1 0.0 0.1
C -2.5359 4.5571 -0.2394 0.0 0.1 0.0
C -3.7422 4.9551 0.3289 0.1 0.0 0.0
C -3.7431 5.7424 1.4725 0.1 0.0 0.0
C -2.5364 6.1459 2.0358 0.0 0.0 0.0
C -1.3345 5.7517 1.4609 -0.2 0.0 -0.1
C 1.5707 3.5702 0.8035 0.1 -0.1 0.1
C 1.2414 3.4417 2.1539 0.0 -0.1 -0.1
C 2.1314 2.8619 3.0465 0.1 -0.1 0.0
C 3.3726 2.4200 2.6047 -0.1 0.0 0.0
C 3.7185 2.5581 1.2685 0.0 0.0 -0.1
C 2.8179 3.1173 0.3679 0.0 0.0 0.1
H -1.4815 2.0889 -1.4914 0.0 0.1 0.0
H -0.7405 1.7059 -3.0491 -0.1 0.0 0.0
H -0.4793 4.0965 -2.7504 0.0 0.0 -0.1
H 1.1049 3.3552 -2.6008 -0.1 0.0 0.0
H -0.4822 6.7893 -2.1011 0.1 0.0 0.0
H 0.4857 8.9677 -2.7229 0.0 0.0 0.0
H 2.7373 9.6047 -1.9117 0.0 0.0 0.0
H 4.0157 8.0494 -0.4756 0.0 0.0 0.0
H 3.0596 5.8583 0.1389 0.0 0.1 0.0
H -2.5488 3.9457 -1.1377 0.0 0.1 0.1
H -4.6804 4.6479 -0.1203 0.0 0.0 0.0
H -4.6812 6.0477 1.9215 0.0 0.0 0.0
H -2.5333 6.7756 2.9184 0.0 0.0 0.0
H -0.3988 6.0930 1.8953 -0.1 0.0 0.0
H 0.2665 3.7643 2.5063 0.1 0.0 0.0
H 1.8538 2.7295 4.0840 0.0 0.0 0.0
H 4.0554 1.9495 3.3008 0.0 0.0 0.0
H 4.6911 2.2174 0.9289 0.0 0.0 0.0
H 3.0874 3.1995 -0.6835 0.0 0.0 0.1
```
Positions in Å, forces in eV/Å.

For the total energy, the calculation gives -169067.199 eV. Its HOMO-LUMO gap (alpha / beta) is 7.3 / 6.9 eV. As for the spin multiplicity: 4. The charge is 0. As for the energy above the lowest of the compared OMol25 structures with the same formula, charge and spin: 25.11 kcal/mol. As for the molecular weight: 957.633 g/mol.

Atom charges from the Mulliken analysis, given in e for atoms 1 to 8:
1. Cr -1.989
2. C -1.374
3. C 0.238
4. C -1.441
5. P 2.365
6. C 0.816
7. C -1.598
8. C -1.662